{
  "formula": "C31H33AsBrN3O2Pd",
  "method": "ωB97M-V with the def2-TZVPD basis set",
  "e_homo_ev": -6.64,
  "relative_energy_kcal_mol": 0.0,
  "species": ["Pd", "O", "C", "C", "C", "C", "C", "C", "C", "O", "N", "N", "C", "C", "Br", "C", "C", "C", "C", "C", "C", "C", "H", "H", "H", "H", "H", "H", "H", "H", "H", "H", "H", "H", "H", "H", "C", "C", "C", "C", "C", "C", "N", "C", "C", "C", "C", "C", "C", "H", "H", "H", "H", "H", "H", "H", "H", "H", "H", "C", "As", "C", "C", "H", "H", "H", "H", "H", "H", "H", "H", "H"],
  "xyz": [[-1.0511, -0.0246, -0.1947], [3.1491, -0.3264, -4.1250], [2.5180, -1.5427, -4.2244], [2.9183, -2.4928, -5.1527], [2.2515, -3.7065, -5.2251], [1.1934, -3.9682, -4.3691], [0.8088, -3.0069, -3.4448], [1.4587, -1.7846, -3.3524], [0.9807, -0.7319, -2.3656], [-0.1147, -1.1673, -1.6634], [2.0732, -0.4281, -1.4445], [1.7298, 0.3800, -0.4681], [2.5804, 0.8517, 0.3611], [2.1335, 1.7100, 1.4432], [0.2776, 2.0825, 1.4577], [2.8844, 2.2134, 2.4263], [4.3495, 2.0542, 2.5422], [4.8982, 1.6452, 3.7578], [6.2684, 1.4985, 3.9007], [7.1140, 1.7691, 2.8334], [6.5805, 2.1951, 1.6261], [5.2086, 2.3415, 1.4824], [3.7936, -0.2478, -4.8346], [3.7495, -2.2805, -5.8169], [2.5653, -4.4443, -5.9522], [0.6719, -4.9149, -4.4194], [-0.0087, -3.1857, -2.7591], [0.7408, 0.1893, -2.9275], [3.0419, -0.6105, -1.6633], [3.6397, 0.6036, 0.3143], [2.3897, 2.7662, 3.2161], [4.2380, 1.4323, 4.5903], [6.6775, 1.1723, 4.8484], [8.1846, 1.6572, 2.9464], [7.2346, 2.4259, 0.7948], [4.7935, 2.6992, 0.5480], [-5.8551, 2.7134, 0.6961], [-4.6908, 3.0132, 0.0044], [-3.5314, 2.2827, 0.2174], [-3.5033, 1.2129, 1.1186], [-4.6867, 0.9193, 1.8164], [-5.8347, 1.6619, 1.6076], [-2.3643, 0.4299, 1.2516], [-1.9361, 0.0172, 2.5085], [-2.2423, 0.7093, 3.6921], [-1.7183, 0.3018, 4.9050], [-0.8588, -0.7881, 4.9922], [-0.5468, -1.4787, 3.8311], [-1.0890, -1.0974, 2.6136], [-6.7564, 3.2900, 0.5366], [-4.6759, 3.8321, -0.7053], [-2.6237, 2.5252, -0.3236], [-4.6958, 0.0879, 2.5102], [-6.7341, 1.4048, 2.1545], [-2.8768, 1.5843, 3.6490], [-1.9712, 0.8587, 5.7995], [-0.4483, -1.0972, 5.9442], [0.1112, -2.3386, 3.8670], [-0.8624, -1.6867, 1.7300], [-4.5032, -0.2907, -1.5764], [-2.6256, -0.7669, -1.6820], [-2.2633, -0.4532, -3.5559], [-2.7320, -2.6934, -1.4924], [-5.0166, -0.9919, -2.2369], [-4.6640, 0.7305, -1.9131], [-4.8741, -0.3863, -0.5590], [-3.2128, -0.4133, -4.0889], [-1.6470, -1.2699, -3.9228], [-1.7314, 0.4859, -3.6934], [-2.8846, -3.1421, -2.4744], [-3.5738, -2.9332, -0.8449], [-1.8031, -3.0567, -1.0630]],
  "forces_ev_per_angstrom": [[0.004, -0.324, -0.478], [-0.032, -0.012, 0.007], [0.019, 0.134, 0.017], [-0.033, -0.024, 0.015], [0.013, -0.013, -0.017], [0.019, 0.001, -0.012], [0.001, -0.007, 0.086], [-0.065, -0.084, -0.107], [-0.184, -0.098, 0.029], [0.230, 0.230, 0.110], [-0.177, -0.199, 0.186], [0.159, 0.328, 0.196], [0.000, -0.137, -0.121], [0.155, 0.139, 0.193], [0.044, 0.116, 0.011], [-0.021, -0.011, -0.088], [-0.030, 0.013, 0.020], [0.002, 0.014, -0.013], [-0.006, -0.006, 0.007], [0.014, -0.007, 0.011], [0.000, 0.010, -0.018], [-0.012, -0.019, 0.011], [0.038, 0.007, -0.017], [-0.007, 0.004, 0.004], [-0.006, 0.000, 0.005], [0.003, 0.007, 0.003], [-0.002, -0.002, -0.022], [0.073, 0.002, -0.017], [0.028, 0.096, -0.098], [-0.004, -0.026, 0.008], [0.015, -0.019, 0.013], [0.011, 0.001, 0.000], [0.004, 0.001, -0.006], [-0.006, 0.003, -0.004], [0.000, -0.002, 0.004], [0.019, 0.009, 0.003], [0.061, -0.012, 0.003], [-0.033, 0.037, -0.017], [0.055, -0.053, -0.037], [0.061, 0.092, -0.074], [0.013, 0.042, -0.005], [-0.050, -0.006, 0.011], [-0.032, 0.135, 0.302], [-0.095, -0.188, -0.023], [0.027, -0.024, -0.038], [0.023, 0.008, 0.057], [-0.002, -0.016, -0.033], [-0.019, 0.006, 0.009], [-0.001, -0.006, 0.025], [-0.003, -0.015, 0.000], [-0.012, 0.003, 0.011], [0.029, 0.010, 0.001], [0.007, 0.005, 0.012], [-0.002, 0.008, 0.000], [-0.008, 0.007, -0.003], [-0.004, 0.002, -0.005], [-0.005, 0.023, 0.004], [-0.001, 0.004, 0.015], [-0.014, 0.034, -0.057], [0.079, -0.053, -0.032], [-0.319, -0.243, 0.042], [-0.014, 0.012, 0.013], [-0.010, 0.071, -0.171], [-0.087, 0.055, 0.017], [0.017, -0.002, -0.003], [0.014, -0.022, 0.012], [0.021, -0.032, -0.036], [0.021, 0.022, -0.030], [0.000, -0.003, 0.061], [-0.035, -0.040, 0.028], [0.034, -0.005, 0.028], [0.018, 0.019, -0.010]]
}